Arrangement P

Density functional theory data (wB97M-V/def2-TZVPD) for a cluster of 2 separate species, C4H13NO in total.

Computed properties:
LUMO = 0.93 eV
HOMO = -9.43 eV
SMILES = CCOCC.N
Molar mass = 91.2 u
Gap between HOMO and LUMO = 0.38060 Eh

Last column: Mulliken charge in e.
Positions of all 19 atoms, in Å:
C 0.265 0.223 -1.796  -1.138
C 1.397 -0.775 -1.859  -0.222
O 1.317 -1.860 -0.933  -0.338
C 0.110 -2.093 -0.239  -0.051
C 0.337 -3.244 0.704  -1.268
H -0.699 -0.169 -2.102  0.300
H 0.225 0.655 -0.802  0.328
H 0.500 1.095 -2.414  0.374
H 2.332 -0.238 -1.634  0.244
H 1.538 -1.210 -2.838  0.273
H -0.713 -2.312 -0.929  0.278
H -0.222 -1.203 0.299  0.233
H -0.455 -3.336 1.449  0.371
H 1.268 -3.128 1.256  0.322
H 0.419 -4.195 0.176  0.292
N -1.845 5.372 3.178  -0.649
H -2.787 5.738 3.117  0.217
H -1.217 6.089 2.831  0.217
H -1.769 4.592 2.537  0.215

***

Arrangement Q

Density functional theory data (wB97M-V/def2-TZVPD) for a cluster of 2 separate species, C4H13NO in total.

Computed properties:
LUMO = 0.83 eV
HOMO = -8.74 eV
SMILES = CCN(C)C.O
Molar mass = 91.2 u
Gap between HOMO and LUMO = 0.35176 Eh

Last column: Mulliken charge in e.
Positions of all 19 atoms, in Å:
C -0.499 0.618 -1.493  -0.944
C -0.187 0.359 0.078  0.480
N -0.561 -0.838 0.639  -0.140
C -0.208 -0.985 2.066  -0.962
C -2.009 -1.111 0.481  -0.989
H -0.787 1.611 -1.657  0.252
H 0.493 0.489 -1.972  0.315
H -1.366 -0.068 -1.859  0.278
H -0.599 1.184 0.545  0.480
H 0.915 0.571 -0.236  -0.624
H -0.966 -0.611 2.818  0.287
H 0.730 -0.479 2.165  0.406
H -0.123 -2.039 2.316  0.290
H -2.700 -0.366 1.068  0.323
H -2.428 -1.282 -0.511  0.273
H -2.280 -2.059 0.974  0.338
O 3.081 1.574 -1.616  -0.681
H 2.353 1.034 -1.183  0.293
H 3.456 2.008 -0.808  0.326

***

Arrangement R

Density functional theory data (wB97M-V/def2-TZVPD) for a cluster of 2 separate species, C4H13NO in total.

Computed properties:
LUMO = 0.97 eV
HOMO = -9.54 eV
SMILES = CCOCC.N
Molar mass = 91.2 u
Gap between HOMO and LUMO = 0.38610 Eh

Last column: Mulliken charge in e.
Positions of all 19 atoms, in Å:
C 1.518 0.611 2.155  -1.075
C 0.358 0.740 1.154  -0.122
O -0.544 -0.329 1.328  -0.393
C -0.281 -1.557 0.712  -0.259
C -0.350 -1.503 -0.840  -0.996
H 1.118 0.507 3.169  0.286
H 1.941 -0.389 2.027  0.274
H 2.204 1.450 2.129  0.361
H 0.715 0.773 0.124  0.208
H -0.189 1.650 1.389  0.274
H -0.973 -2.266 1.154  0.330
H 0.736 -1.881 0.982  0.233
H -0.334 -2.531 -1.185  0.393
H 0.568 -0.967 -1.071  0.286
H -1.195 -0.908 -1.170  0.194
N -0.680 1.718 -3.698  -0.643
H -1.308 1.425 -4.435  0.222
H -1.049 1.386 -2.826  0.199
H -0.763 2.732 -3.732  0.227

***

Most stable: arrangement P. Least stable: arrangement Q.